No. 1
Entry from the Open Molecules 2025 dataset: a 11-piece molecular cluster, C99H209N11O11 overall (wB97M-V/def2-TZVPD).

Summary:
maximum force: 5.1 eV/Å
gap between HOMO and LUMO: 0.312 Ha
HOMO: -8.052 eV
lowest unoccupied orbital energy: 0.016 hartree
E_tot: -144950.305 eV
SMILES: CC1(C)CCCC(C)(C)N1O.CC1(C)CCCC(C)(C)N1O.CC1(C)CCCC(C)(C)N1O.CC1(C)CCCC(C)(C)N1O.CC1(C)CCCC(C)(C)N1O.CC1(C)CCCC(C)(C)N1O.CC1(C)CCCC(C)(C)N1O.CC1(C)CCCC(C)(C)N1O.CC1(C)CCCC(C)(C)N1O.CC1(C)CCCC(C)(C)N1O.CC1(C)CCCC(C)(C)N1O

The geometry in XYZ format:
```
330
C99H209N11O11 | the Open Molecules 2025 dataset | wB97M-V/def2-TZVPD
C 2.37 -1.37 -4.40
C 3.87 -1.34 -4.33
C 4.14 -2.22 -3.07
C 4.55 -1.80 -5.57
C 6.02 -1.60 -5.45
C 6.35 -0.10 -5.25
C 5.62 0.51 -4.00
C 6.39 0.05 -2.77
C 5.57 2.07 -3.96
N 4.22 0.12 -4.12
O 3.69 0.58 -2.88
H 1.99 -1.14 -3.42
H 2.01 -0.72 -5.16
H 1.99 -2.34 -4.64
H 5.14 -2.68 -3.13
H 4.15 -1.62 -2.16
H 3.44 -3.03 -3.03
H 4.46 -2.88 -5.70
H 4.12 -1.28 -6.42
H 6.40 -2.17 -4.63
H 6.62 -1.93 -6.29
H 6.08 0.40 -6.16
H 7.50 0.01 -5.10
H 6.23 -1.00 -2.63
H 5.95 0.59 -1.93
H 7.42 0.29 -2.87
H 5.25 2.46 -4.91
H 6.59 2.30 -3.88
H 5.02 2.37 -3.09
H 2.91 1.03 -3.21
C 0.53 5.33 -2.31
C 2.07 5.50 -2.59
C 2.66 4.01 -2.71
C 2.25 6.17 -3.98
C 3.70 6.58 -4.26
C 4.11 7.37 -2.98
C 4.12 6.61 -1.72
C 5.09 5.47 -1.64
C 4.55 7.63 -0.60
N 2.65 6.29 -1.50
O 2.53 5.61 -0.24
H 0.28 4.70 -1.50
H 0.01 6.29 -2.29
H 0.06 4.75 -3.14
H 1.85 3.42 -3.20
H 3.41 3.93 -3.45
H 2.93 3.55 -1.78
H 1.90 5.44 -4.73
H 1.64 7.11 -3.97
H 4.41 5.78 -4.42
H 3.88 7.17 -5.18
H 3.48 8.22 -2.86
H 5.04 7.95 -3.05
H 6.08 5.92 -1.82
H 4.95 4.79 -2.45
H 5.15 5.01 -0.65
H 4.03 8.56 -0.68
H 5.63 7.78 -0.77
H 4.42 7.27 0.43
H 3.14 4.89 -0.28
C -1.48 4.96 1.38
C -1.80 5.00 2.90
C -0.71 4.41 3.65
C -1.90 6.45 3.34
C -3.09 7.15 2.70
C -4.36 6.35 3.17
C -4.40 4.93 2.69
C -5.54 4.18 3.33
C -4.59 4.89 1.16
N -3.11 4.31 3.20
O -3.05 2.93 2.82
H -1.32 3.97 0.87
H -2.07 5.50 0.67
H -0.42 5.39 1.30
H -0.58 3.37 3.33
H 0.25 4.92 3.42
H -0.89 4.54 4.76
H -1.96 6.40 4.46
H -0.95 6.92 3.07
H -3.31 8.13 3.23
H -2.96 7.32 1.65
H -5.32 6.80 2.86
H -4.55 6.41 4.25
H -5.40 4.00 4.37
H -5.68 3.23 2.83
H -6.41 4.84 3.23
H -4.06 5.68 0.63
H -5.68 4.96 1.01
H -4.28 3.93 0.70
H -3.10 2.92 1.82
C 4.37 -8.05 -4.49
C 3.92 -7.21 -3.21
C 5.23 -6.63 -2.63
C 2.88 -6.15 -3.58
C 2.12 -5.50 -2.36
C 1.43 -6.70 -1.67
C 2.42 -7.72 -1.17
C 3.28 -7.19 0.00
C 1.64 -8.90 -0.62
N 3.26 -8.10 -2.26
O 4.23 -9.03 -1.88
H 5.38 -8.42 -4.24
H 3.80 -8.98 -4.56
H 4.47 -7.37 -5.32
H 5.08 -5.97 -1.79
H 5.74 -7.52 -2.28
H 5.89 -6.07 -3.33
H 3.33 -5.33 -4.19
H 2.14 -6.67 -4.21
H 2.87 -4.92 -1.77
H 1.38 -4.80 -2.69
H 0.76 -7.22 -2.41
H 0.79 -6.41 -0.84
H 3.93 -6.31 -0.32
H 3.91 -7.99 0.38
H 2.65 -6.73 0.77
H 1.04 -8.65 0.22
H 2.41 -9.65 -0.30
H 1.05 -9.32 -1.47
H 3.73 -9.82 -1.80
C 3.31 3.40 6.47
C 3.29 3.55 4.93
C 2.24 2.63 4.38
C 2.89 4.98 4.57
C 2.97 5.28 3.10
C 4.40 4.92 2.63
C 4.87 3.48 2.90
C 4.17 2.57 1.89
C 6.35 3.28 2.67
N 4.68 3.23 4.36
O 5.02 1.86 4.57
H 2.35 3.46 6.94
H 3.79 2.45 6.81
H 3.87 4.23 6.93
H 1.23 3.02 4.62
H 2.18 2.67 3.32
H 2.40 1.60 4.78
H 1.90 5.19 4.87
H 3.52 5.72 5.17
H 2.32 4.66 2.49
H 2.71 6.35 2.95
H 5.07 5.49 3.26
H 4.56 5.14 1.55
H 3.06 2.50 1.94
H 4.59 1.51 1.93
H 4.35 2.87 0.86
H 7.01 3.82 3.33
H 6.64 3.65 1.67
H 6.46 2.22 2.64
H 5.82 1.89 5.06
C -8.27 -3.77 2.19
C -7.92 -3.13 0.83
C -8.14 -4.18 -0.23
C -8.75 -1.90 0.72
C -8.30 -1.10 -0.42
C -6.82 -0.63 -0.32
C -5.92 -1.84 -0.13
C -5.65 -2.59 -1.40
C -4.65 -1.33 0.46
N -6.52 -2.64 0.97
O -5.67 -3.78 1.27
H -9.23 -4.29 2.30
H -7.52 -4.54 2.42
H -8.19 -3.01 2.98
H -9.18 -4.49 -0.09
H -7.83 -3.84 -1.19
H -7.53 -5.06 0.03
H -9.83 -2.22 0.54
H -8.76 -1.46 1.68
H -8.44 -1.72 -1.31
H -8.91 -0.24 -0.76
H -6.56 0.17 0.47
H -6.56 -0.18 -1.26
H -5.01 -3.43 -1.15
H -5.02 -1.94 -2.01
H -6.48 -2.89 -2.06
H -4.94 -1.20 1.53
H -4.41 -0.31 -0.04
H -3.84 -2.05 0.28
H -5.01 -3.36 1.90
C -4.09 5.78 -2.85
C -4.66 4.51 -3.39
C -5.84 3.98 -2.55
C -5.13 4.66 -4.81
C -5.48 3.38 -5.59
C -4.39 2.38 -5.60
C -3.96 2.10 -4.16
C -4.96 1.18 -3.43
C -2.59 1.44 -4.20
N -3.62 3.40 -3.44
O -3.26 3.01 -2.05
H -3.97 5.71 -1.78
H -3.08 5.89 -3.34
H -4.76 6.64 -3.14
H -6.58 4.69 -2.27
H -6.37 3.15 -2.93
H -5.49 3.61 -1.58
H -6.02 5.29 -4.96
H -4.37 5.21 -5.37
H -6.36 2.93 -5.10
H -5.83 3.72 -6.61
H -3.51 2.79 -6.06
H -4.72 1.43 -6.13
H -5.94 1.36 -3.77
H -4.98 1.20 -2.34
H -4.69 0.18 -3.78
H -2.34 0.96 -3.25
H -1.85 2.23 -4.46
H -2.65 0.64 -4.97
H -2.31 3.23 -2.06
C -3.18 -2.93 -3.79
C -2.10 -3.98 -4.12
C -0.76 -3.20 -4.35
C -1.86 -4.90 -2.97
C -2.93 -5.95 -2.73
C -3.19 -6.68 -4.04
C -3.51 -5.75 -5.27
C -3.44 -6.58 -6.50
C -4.93 -5.23 -5.08
N -2.43 -4.78 -5.32
O -2.53 -4.01 -6.49
H -3.32 -2.35 -4.67
H -4.16 -3.33 -3.45
H -2.89 -2.27 -3.01
H -0.43 -2.68 -3.42
H -0.01 -3.94 -4.59
H -0.75 -2.51 -5.22
H -1.00 -5.52 -3.22
H -1.65 -4.37 -2.05
H -2.57 -6.64 -1.97
H -3.87 -5.52 -2.30
H -3.98 -7.47 -4.01
H -2.29 -7.13 -4.41
H -4.22 -7.43 -6.46
H -2.42 -6.94 -6.70
H -3.69 -6.03 -7.44
H -5.56 -6.12 -5.40
H -5.32 -4.43 -5.78
H -5.22 -4.94 -4.07
H -3.33 -3.51 -6.49
C 3.24 -2.42 5.41
C 4.39 -3.05 4.66
C 5.53 -3.37 5.62
C 3.88 -4.22 3.97
C 4.99 -4.90 2.92
C 5.30 -3.84 1.89
C 5.84 -2.58 2.58
C 7.24 -2.78 3.16
C 5.96 -1.42 1.52
N 4.82 -2.10 3.60
O 5.16 -0.89 4.27
H 2.47 -2.02 4.66
H 2.62 -3.20 5.99
H 3.66 -1.56 5.95
H 6.04 -2.43 5.91
H 5.20 -3.80 6.59
H 6.24 -4.10 5.21
H 3.65 -5.05 4.69
H 3.07 -4.03 3.32
H 5.77 -5.28 3.55
H 4.60 -5.79 2.48
H 4.39 -3.71 1.35
H 6.05 -4.23 1.17
H 7.96 -2.87 2.38
H 7.29 -3.71 3.73
H 7.53 -1.90 3.77
H 6.64 -1.68 0.73
H 6.33 -0.48 1.98
H 4.97 -1.24 1.11
H 4.68 -0.23 3.79
C 0.20 0.98 -1.32
C -0.61 0.24 -0.25
C -1.95 0.93 0.05
C -0.95 -1.19 -0.73
C 0.13 -2.22 -0.77
C 0.68 -2.34 0.66
C 1.24 -0.93 1.09
C 1.83 -0.97 2.48
C 2.44 -0.59 0.21
N 0.15 0.06 1.04
O 0.65 1.29 1.51
H -0.55 1.27 -2.01
H 0.79 1.86 -1.02
H 0.90 0.27 -1.84
H -2.66 0.77 -0.77
H -2.39 0.53 0.96
H -1.90 2.00 0.15
H -1.79 -1.51 -0.22
H -1.31 -0.95 -1.75
H -0.23 -3.21 -1.09
H 0.95 -1.92 -1.43
H 1.48 -3.05 0.75
H -0.12 -2.56 1.35
H 2.48 -0.10 2.73
H 2.37 -1.94 2.60
H 0.98 -0.96 3.17
H 3.03 0.10 0.86
H 2.26 -0.16 -0.73
H 3.04 -1.51 0.00
H 0.35 1.34 2.39
C -5.07 2.36 7.61
C -3.77 1.69 7.09
C -2.73 2.75 6.66
C -3.28 0.78 8.28
C -2.06 -0.05 7.92
C -2.66 -0.94 6.84
C -3.23 -0.20 5.64
C -2.03 0.28 4.76
C -4.00 -1.20 4.84
N -4.16 0.81 6.05
O -4.72 1.47 4.94
H -5.59 2.77 6.76
H -5.65 1.57 8.14
H -4.68 3.17 8.23
H -2.57 3.45 7.49
H -1.78 2.25 6.43
H -3.11 3.35 5.81
H -3.24 1.43 9.16
H -4.11 0.11 8.53
H -1.16 0.44 7.60
H -1.92 -0.69 8.80
H -3.45 -1.46 7.32
H -1.94 -1.70 6.56
H -2.37 0.68 3.78
H -1.48 -0.64 4.48
H -1.40 0.98 5.25
H -3.31 -1.94 4.42
H -4.56 -0.74 4.00
H -4.77 -1.65 5.47
H -4.02 1.87 4.37
```

No. 2
Entry from the Open Molecules 2025 dataset: an isolated ion of composition C15H22NO2 and charge +1 (wB97M-V/def2-TZVPD).

Summary:
maximum force: 1.7 eV/Å
net charge: +1
gap between HOMO and LUMO: 0.354 Ha
HOMO: -12.465 eV
lowest unoccupied orbital energy: -0.104 hartree
E_tot: -21488.747 eV
SMILES: OCC[NH+](CCO)[C@@]1(c2ccccc2)C=CCC1

The geometry in XYZ format:
```
40
C15H22NO2 | the Open Molecules 2025 dataset | wB97M-V/def2-TZVPD
O -1.80 1.33 -3.28
C -2.54 0.90 -2.13
C -1.85 -0.37 -1.59
N -0.47 -0.04 -0.84
C 0.65 -0.86 -1.54
C 1.83 -0.05 -2.03
O 1.33 0.81 -3.08
C -0.47 -0.02 0.89
C 0.98 -0.06 1.28
C 1.71 1.13 1.41
C 3.09 1.11 1.65
C 3.75 -0.11 1.88
C 3.02 -1.31 1.80
C 1.64 -1.29 1.58
C -1.22 1.16 1.48
C -2.50 0.84 1.75
C -2.69 -0.69 1.80
C -1.31 -1.23 1.46
H -2.32 1.99 -3.78
H -2.53 1.71 -1.36
H -3.61 0.66 -2.40
H -2.48 -0.94 -0.83
H -1.72 -1.05 -2.47
H -0.25 0.94 -1.11
H 1.05 -1.59 -0.80
H 0.24 -1.50 -2.35
H 2.23 0.57 -1.21
H 2.63 -0.73 -2.39
H 2.09 1.12 -3.61
H 1.19 2.11 1.36
H 3.63 2.07 1.70
H 4.80 -0.12 2.15
H 3.51 -2.27 1.97
H 1.06 -2.21 1.64
H -0.76 2.14 1.66
H -3.32 1.54 1.90
H -3.58 -1.07 1.23
H -2.88 -0.96 2.87
H -0.89 -1.47 2.47
H -1.26 -2.18 0.89
```

No. 3
Entry from the Open Molecules 2025 dataset: C33H43N6PPdSi3 as an isolated structure (wB97M-V/def2-TZVPD).

Summary:
maximum force: 0.6 eV/Å
net charge: -2
gap between HOMO and LUMO: 0.192 Ha
HOMO: -0.776 eV
lowest unoccupied orbital energy: 0.163 hartree
E_tot: -80261.507 eV

The geometry in XYZ format:
```
87
C33H43N6PPdSi3 | the Open Molecules 2025 dataset | wB97M-V/def2-TZVPD
Pd 0.76 0.39 0.75
C 3.55 0.10 1.93
Si 3.20 0.81 0.18
C 3.86 -0.61 -0.90
C 4.57 2.15 0.07
C 1.64 1.58 -0.71
Si 1.50 1.16 -2.56
C 0.14 1.97 -3.61
C 1.32 -0.69 -2.86
C 3.08 1.85 -3.38
Si 0.89 3.20 1.81
C 2.34 4.44 1.44
C 1.47 2.70 3.58
C -1.50 2.47 0.36
C -2.85 3.04 0.04
C -3.58 2.47 -0.94
C -3.17 1.23 -1.51
C -2.21 0.53 -0.79
N -1.50 1.02 0.20
H 4.64 0.10 2.06
H 3.20 -0.93 1.98
H 3.10 0.65 2.76
H 4.80 -0.92 -0.43
H 4.09 -0.36 -1.93
H 3.19 -1.47 -0.88
H 5.55 1.65 0.12
H 4.51 2.86 0.90
H 4.54 2.72 -0.86
H -0.86 1.59 -3.36
H 0.35 1.69 -4.65
H 0.13 3.06 -3.55
H 0.89 -1.18 -1.98
H 2.26 -1.19 -3.09
H 0.64 -0.85 -3.70
H 3.03 2.94 -3.36
H 3.13 1.54 -4.42
H 4.01 1.55 -2.89
H 3.15 4.34 2.17
H 1.94 5.45 1.53
H 2.76 4.34 0.44
H 2.53 2.45 3.56
H 0.94 1.89 4.07
H 1.37 3.60 4.19
H -3.20 3.91 0.59
H -4.54 2.90 -1.23
H -3.77 0.72 -2.27
H -2.08 -0.54 -0.97
N -1.54 1.97 2.78
P -0.89 0.38 2.72
C -0.82 0.04 4.55
C -1.89 0.29 5.41
C -1.78 0.03 6.77
C -0.61 -0.50 7.29
C 0.46 -0.77 6.44
C 0.35 -0.49 5.08
C -2.32 -0.72 2.42
C -3.61 -0.25 2.19
C -4.64 -1.14 1.94
C -4.40 -2.51 1.89
C -3.11 -2.98 2.10
C -2.08 -2.09 2.37
C -0.95 2.80 1.73
C -0.78 4.31 1.96
C -0.65 5.10 0.76
C -0.41 4.56 -0.46
C -0.39 3.07 -0.59
N 0.90 2.53 -0.08
H -1.40 2.38 3.70
H -2.81 0.68 5.00
H -2.62 0.24 7.42
H -0.53 -0.71 8.35
H 1.37 -1.19 6.84
H 1.19 -0.69 4.42
H -3.78 0.82 2.18
H -5.64 -0.76 1.74
H -5.20 -3.20 1.67
H -2.90 -4.04 2.04
H -1.08 -2.47 2.52
H -1.16 4.77 2.87
H -0.61 6.18 0.88
H -0.20 5.19 -1.32
H -0.59 2.73 -1.60
N 2.31 -5.89 0.93
C 1.52 -5.04 0.87
N 0.53 -4.17 0.80
C 0.84 -2.90 0.66
N 1.00 -1.76 0.52
```

No. 4
Entry from the Open Molecules 2025 dataset: one molecule with the formula C6H6 (wB97M-V/def2-TZVPD).

Summary:
maximum force: 3.9 eV/Å
gap between HOMO and LUMO: 0.364 Ha
HOMO: -9.087 eV
lowest unoccupied orbital energy: 0.030 hartree
E_tot: -6313.127 eV

The geometry in XYZ format:
```
12
C6H6 | the Open Molecules 2025 dataset | wB97M-V/def2-TZVPD
C 2.44 -0.64 -0.17
C 1.88 0.42 0.14
C 0.82 -0.97 -0.22
C 0.65 1.17 0.33
C -0.18 0.17 0.07
C -1.67 0.10 -0.06
H 0.75 -1.31 -1.25
H 0.89 -1.54 0.67
H 0.60 2.26 0.56
H -2.05 1.03 -0.06
H -2.21 -0.22 0.95
H -1.93 -0.47 -0.97
```

We obtain relative energy (zero: lowest compared OMol25 entry of this formula, charge and spin) values of 240.3; 101.5; 0.0; 586.0 kJ/mol for the records listed above, in that order.